No. 1
Below is a cluster of 2 separate species, CH3NO2S in total in a non-equilibrium geometry, with properties calculated with the ωB97M-V functional and the def2-TZVPD basis.

**Relative energy (zero: lowest compared OMol25 entry of this formula, charge and spin)**: 656.8 kJ/mol
**Frontier orbital gap (spin up / spin down)**: 0.33638 / 0.30614 Ha
**HOMO level (spin up / spin down)**: -11.06 / -8.91 eV

Cartesian coordinates (Å):
C (-0.29, -0.17, 0.43)
N (0.74, 0.63, 0.01)
O (0.52, 1.58, -0.71)
O (1.82, 0.31, 0.48)
S (-1.83, 0.21, -0.13)
H (0.31, -2.73, -0.24)
H (-0.04, -0.99, 0.98)
H (-1.24, 1.17, -0.82)

No. 2
Below is a cluster of 2 separate species, C2H11N2O in total in a non-equilibrium geometry, with properties calculated with the ωB97M-V functional and the def2-TZVPD basis.

**Relative energy (zero: lowest compared OMol25 entry of this formula, charge and spin)**: 35.5 kJ/mol
**Frontier orbital gap**: 0.38809 Ha
**HOMO level**: -13.75 eV
**Total charge**: +1

Cartesian coordinates (Å):
N (-0.81, -0.15, 0.01)
C (0.02, -0.41, 1.23)
C (1.40, 0.17, 0.95)
N (2.11, -0.73, 0.06)
H (-0.38, -0.66, -0.78)
H (-0.78, 0.83, -0.25)
H (-1.79, -0.42, -0.01)
H (0.13, -1.49, 1.31)
H (-0.48, 0.02, 2.09)
H (1.92, 0.48, 1.85)
H (1.29, 1.11, 0.41)
H (2.59, -0.30, -0.72)
H (2.74, -1.37, 0.53)
H (-3.42, 1.08, -2.05)
H (-2.03, 1.07, -2.72)
O (-2.51, 0.78, -1.93)

No. 3
Below is a cluster of 7 separate species, C26H52Br2O6 in total in a non-equilibrium geometry, with properties calculated with the ωB97M-V functional and the def2-TZVPD basis.

**Frontier orbital gap (spin up / spin down)**: 0.08467 / 0.31316 Ha
**Spin multiplicity**: 2
**HOMO level (spin up / spin down)**: -0.08 / -6.31 eV
**Total charge**: -1

Cartesian coordinates (Å):
C (1.14, -0.99, -6.19)
C (0.31, -0.22, -7.19)
C (-1.12, -0.65, -6.88)
O (-1.00, -1.88, -6.29)
C (0.36, -2.25, -6.10)
H (1.22, -0.55, -5.19)
H (2.15, -1.04, -6.58)
H (0.70, -0.44, -8.19)
H (0.51, 0.85, -7.11)
H (-1.79, -0.86, -7.71)
H (-1.59, -0.02, -6.12)
H (0.49, -2.89, -6.96)
H (0.49, -2.67, -5.10)
C (1.06, 2.95, -1.54)
C (1.88, 2.07, -2.48)
C (2.82, 3.01, -3.18)
O (2.31, 4.38, -3.04)
C (1.71, 4.38, -1.68)
H (1.07, 2.65, -0.50)
H (0.03, 2.97, -1.89)
H (1.18, 1.51, -3.11)
H (2.43, 1.36, -1.86)
H (3.09, 2.75, -4.20)
H (3.75, 3.02, -2.62)
H (0.92, 5.12, -1.59)
H (2.57, 4.46, -1.02)
C (0.42, -0.31, 3.62)
C (0.80, 0.92, 4.34)
C (0.89, 0.36, 5.69)
O (1.50, -0.97, 5.51)
C (1.31, -1.43, 4.21)
H (0.47, -0.30, 2.53)
H (-0.63, -0.50, 3.81)
H (0.15, 1.75, 4.07)
H (1.83, 1.22, 4.16)
H (-0.07, 0.22, 6.19)
H (1.56, 0.90, 6.36)
H (0.82, -2.39, 4.05)
H (2.22, -1.41, 3.60)
C (-4.40, -2.94, 1.41)
C (-3.09, -2.57, 1.99)
C (-3.52, -2.00, 3.33)
O (-4.45, -2.91, 3.76)
C (-5.26, -3.33, 2.66)
H (-4.20, -3.78, 0.73)
H (-4.87, -2.15, 0.83)
H (-2.52, -1.88, 1.36)
H (-2.38, -3.38, 2.16)
H (-4.02, -1.03, 3.28)
H (-2.71, -1.89, 4.05)
H (-6.24, -2.85, 2.60)
H (-5.41, -4.41, 2.64)
C (-0.87, -1.96, -1.85)
C (-0.27, -0.98, -0.81)
C (0.85, -1.92, -0.23)
O (0.31, -3.24, -0.25)
C (-0.87, -3.27, -1.07)
H (-0.18, -2.18, -2.67)
H (-1.83, -1.60, -2.22)
H (-0.98, -0.73, -0.03)
H (0.14, -0.17, -1.42)
H (1.22, -1.67, 0.77)
H (1.64, -1.91, -0.99)
H (-1.77, -3.30, -0.45)
H (-0.94, -4.11, -1.76)
C (4.29, 2.71, 2.69)
C (2.95, 2.63, 1.93)
C (3.01, 1.32, 1.23)
O (3.53, 0.44, 2.19)
C (4.36, 1.27, 3.07)
H (4.17, 3.48, 3.46)
H (5.04, 3.00, 1.97)
H (2.80, 3.44, 1.22)
H (2.14, 2.70, 2.66)
H (3.76, 1.14, 0.46)
H (2.04, 0.98, 0.88)
H (5.42, 1.02, 2.95)
H (3.92, 1.28, 4.07)
Br (-5.75, 0.64, 1.34)
C (-4.16, 1.71, 0.72)
C (-2.88, 1.22, 1.35)
Br (-2.81, 1.88, 3.29)
H (-4.27, 2.76, 0.97)
H (-4.05, 1.65, -0.36)
H (-1.96, 1.66, 0.95)
H (-2.89, 0.13, 1.33)

No. 4
Below is an isolated molecule of C5H10O2, with properties calculated with the ωB97M-V functional and the def2-TZVPD basis.

**Relative energy (zero: lowest compared OMol25 entry of this formula, charge and spin)**: 624.3 kJ/mol
**Frontier orbital gap**: 0.30083 Ha
**HOMO level**: -7.69 eV

Cartesian coordinates (Å):
O (-1.28, -0.64, -0.89)
C (-1.16, -1.94, -1.97)
C (-0.05, 0.14, -0.89)
C (0.60, 0.09, 0.47)
C (1.67, 1.17, 0.70)
O (0.88, 1.83, 1.69)
C (-0.15, 0.84, 1.60)
H (-1.50, -0.92, 0.01)
H (-2.24, -2.00, -2.20)
H (-1.03, -2.74, -1.22)
H (-0.33, 1.17, -1.14)
H (0.55, -0.29, -1.69)
H (0.92, -0.93, 0.72)
H (1.88, 1.82, -0.16)
H (2.62, 0.82, 1.11)
H (-0.27, 0.29, 2.54)
H (-1.12, 1.27, 1.31)

no.,molecular weight (g mol⁻¹),E (a.u.)
1,93.1,-643.06401
2,79.1,-267.31118
3,620.5,-6621.12204
4,102.1,-346.78764